Entry 1:
2 unconnected molecules or ions with the total composition C46H47F6N5O at a distorted geometry. Source: the Open Molecules 2025 dataset; level of theory: wB97M-V/def2-TZVPD.

Each atom is followed by the atoms it is bonded to, with distances in Å.
Geometry (Å):
1 C 4.37426 -3.03128 1.14933  O2 1.442, H15 1.088, H16 1.098, H17 1.098
2 O 4.49411 -1.90809 0.25226  C1 1.442, C3 1.360
3 C 3.54410 -0.93598 0.31007  O2 1.360, C4 1.416, C14 1.415
4 C 3.70560 0.16200 -0.56964  C3 1.416, C5 1.372, H18 1.087
5 C 2.73576 1.12974 -0.63708  C4 1.372, C6 1.406, H19 1.093
6 C 1.56006 1.04580 0.12881  C5 1.406, C7 1.481, C13 1.403
7 C 0.50221 2.06537 -0.05935  C6 1.481, C8 1.405, H20 1.103
8 C 0.07642 2.79355 1.06363  C7 1.405, C9 1.413, C11 1.413
9 C -0.61764 4.01425 0.90451  C8 1.413, N10 1.172
10 N -1.16107 5.04414 0.77039  C9 1.172
11 C 0.48795 2.48518 2.37989  C8 1.413, N12 1.173
12 N 0.86753 2.25257 3.46486  C11 1.173
13 C 1.43336 -0.00358 1.05094  C6 1.403, C14 1.391, H21 1.092
14 C 2.42696 -0.96874 1.17842  C3 1.415, C13 1.391, H22 1.092
15 H 5.21368 -3.66975 0.88118  C1 1.088
16 H 4.45850 -2.71750 2.19856  C1 1.098
17 H 3.42484 -3.56009 0.99403  C1 1.098
18 H 4.60301 0.20950 -1.18100  C4 1.087
19 H 2.88556 1.99471 -1.28820  C5 1.093
20 H 0.71917 2.73111 -0.91151  C7 1.103
21 H 0.54581 -0.06859 1.68321  C13 1.092
22 H 2.34036 -1.76329 1.92290  C14 1.092
23 C -2.69768 -3.21945 -0.97780  C24 1.529, H67 1.096, H68 1.096, H69 1.099
24 C -3.07659 -1.92812 -0.25221  C23 1.529, C25 1.531, C26 1.530, H70 1.095
25 C -3.21197 -2.20982 1.24647  C24 1.531, H71 1.096, H72 1.097, H73 1.097
26 C -4.32923 -1.31272 -0.87903  C24 1.530, C27 1.400, C34 1.412
27 C -5.58173 -1.53184 -0.29392  C26 1.400, C28 1.394, H74 1.093
28 C -6.75022 -1.22767 -0.99015  C27 1.394, C29 1.394, H75 1.092
29 C -6.67798 -0.70735 -2.28186  C28 1.394, C30 1.396, H76 1.093
30 C -5.44200 -0.44795 -2.87758  C29 1.396, C31 1.536, C34 1.409
31 C -5.46291 0.10954 -4.30876  C30 1.536, C32 1.524, C33 1.526, H77 1.092
32 C -5.90590 1.56793 -4.33119  C31 1.524, H78 1.096, H79 1.097, H80 1.098
33 C -6.31730 -0.73985 -5.24551  C31 1.526, H81 1.095, H82 1.096, H83 1.096
34 C -4.26368 -0.68183 -2.14100  C26 1.412, C30 1.409, N35 1.439
35 N -2.98786 -0.45556 -2.76678  C34 1.439, N36 1.359, C65 1.420
36 N -2.79529 -1.02093 -3.98722  N35 1.359, N37 1.354
37 N -1.54928 -0.64786 -4.36417  N36 1.354, C38 1.435, C50 1.370
38 C -1.03245 -0.97451 -5.66190  N37 1.435, C39 1.408, C46 1.397
39 C -0.64655 0.06771 -6.52654  C38 1.408, C40 1.532, C43 1.393
40 C -1.14000 1.50097 -6.30369  C39 1.532, C41 1.528, C42 1.527, H84 1.096
41 C -2.56442 1.67582 -6.82859  C40 1.528, H85 1.098, H86 1.097, H87 1.099
42 C -0.18389 2.55086 -6.86448  C40 1.527, H88 1.097, H89 1.098, H90 1.097
43 C 0.09771 -0.26707 -7.65582  C39 1.393, C44 1.394, H91 1.090
44 C 0.34087 -1.60405 -7.96513  C43 1.394, C45 1.390, H92 1.089
45 C -0.17759 -2.61956 -7.16992  C44 1.390, C46 1.395, H93 1.091
46 C -0.88655 -2.32009 -6.00625  C38 1.397, C45 1.395, C47 1.530
47 C -1.41571 -3.46476 -5.14009  C46 1.530, C48 1.525, C49 1.527, H94 1.095
48 C -0.27061 -4.22998 -4.48454  C47 1.525, H95 1.097, H96 1.096, H97 1.099
49 C -2.33060 -4.39202 -5.93733  C47 1.527, H98 1.095, H99 1.097, H100 1.094
50 C -0.93710 0.09171 -3.38640  N37 1.370, C51 1.445, C65 1.383
51 C 0.39346 0.62280 -3.57506  C50 1.445, C52 1.414, C64 1.415
52 C 1.46694 -0.17771 -4.02810  C51 1.414, C53 1.383, H101 1.088
53 C 2.69859 0.38778 -4.30154  C52 1.383, C54 1.507, C58 1.391
54 C 3.79865 -0.53951 -4.74978  C53 1.507, F55 1.363, F56 1.378, F57 1.376
55 F 4.85605 0.11196 -5.31096  C54 1.363
56 F 4.28617 -1.27523 -3.69199  C54 1.378
57 F 3.34550 -1.44905 -5.67762  C54 1.376
58 C 2.93996 1.74650 -4.12792  C53 1.391, C59 1.392, H102 1.085
59 C 1.90638 2.52624 -3.61777  C58 1.392, C60 1.510, C64 1.385
60 C 2.15842 3.98392 -3.31350  C59 1.510, F61 1.372, F62 1.376, F63 1.365
61 F 1.10921 4.55864 -2.64088  C60 1.372
62 F 3.26405 4.14398 -2.50931  C60 1.376
63 F 2.36611 4.73216 -4.43614  C60 1.365
64 C 0.65595 1.99505 -3.34925  C51 1.415, C59 1.385, H103 1.085
65 C -1.81533 0.21155 -2.32488  N35 1.420, C50 1.383, C66 1.397
66 C -1.44997 0.84167 -1.13290  C65 1.397, H104 1.094, H105 1.084
67 H -2.57140 -3.06700 -2.05571  C23 1.096
68 H -1.76453 -3.63043 -0.57543  C23 1.096
69 H -3.49222 -3.96591 -0.84183  C23 1.099
70 H -2.27094 -1.19743 -0.37762  C24 1.095
71 H -3.55805 -1.32223 1.78804  C25 1.096
72 H -3.91112 -3.03715 1.42278  C25 1.097
73 H -2.23666 -2.49937 1.65700  C25 1.097
74 H -5.64327 -1.98644 0.69820  C27 1.093
75 H -7.72428 -1.43432 -0.54272  C28 1.092
76 H -7.58980 -0.50494 -2.85014  C29 1.093
77 H -4.44195 0.05986 -4.69220  C31 1.092
78 H -5.27357 2.17297 -3.67220  C32 1.096
79 H -5.83057 1.98017 -5.34457  C32 1.097
80 H -6.94742 1.65613 -3.99471  C32 1.098
81 H -5.98377 -1.78249 -5.22215  C33 1.095
82 H -7.37559 -0.70244 -4.96209  C33 1.096
83 H -6.22053 -0.37397 -6.27399  C33 1.096
84 H -1.17145 1.66018 -5.21948  C40 1.096
85 H -3.23841 0.92790 -6.39027  C41 1.098
86 H -2.94700 2.67226 -6.57696  C41 1.097
87 H -2.58862 1.55867 -7.92093  C41 1.099
88 H 0.83753 2.37818 -6.50275  C42 1.097
89 H -0.18370 2.54263 -7.96215  C42 1.098
90 H -0.49103 3.55114 -6.53394  C42 1.097
91 H 0.47333 0.52317 -8.30565  C43 1.090
92 H 0.92519 -1.85214 -8.85033  C44 1.089
93 H -0.03203 -3.66788 -7.43500  C45 1.091
94 H -2.03012 -3.00911 -4.35647  C47 1.095
95 H 0.38316 -3.55126 -3.92205  C48 1.097
96 H -0.65921 -4.98311 -3.78936  C48 1.096
97 H 0.33899 -4.73806 -5.24476  C48 1.099
98 H -3.16743 -3.82423 -6.35740  C49 1.095
99 H -1.78658 -4.87449 -6.75825  C49 1.097
100 H -2.74039 -5.16793 -5.28317  C49 1.094
101 H 1.32067 -1.24459 -4.18505  C52 1.088
102 H 3.91142 2.17176 -4.35898  C58 1.085
103 H -0.14325 2.64685 -3.01177  C64 1.085
104 H -0.53967 1.43881 -1.24531  C66 1.094
105 H -2.12420 0.85889 -0.28399  C66 1.084

## Properties
Energy relative to the best compared isomer or geometry (same formula, charge and spin) = 24.0 kcal per mole
HOMO-LUMO gap = 6.127 eV

These are the Mulliken partial charges, in e, on atoms 1 to 6: C -0.89; O -0.44; C 0.83; C -0.74; C -0.15; C 0.45

=====

Entry 2:
3 unconnected molecules or ions with the total composition C12H23FI2N2O5 at a distorted geometry. Source: the Open Molecules 2025 dataset; level of theory: wB97M-V/def2-TZVPD.

Each atom is followed by the atoms it is bonded to, with distances in Å.
Geometry (Å):
1 C -2.11777 1.52013 -0.53300  C2 1.538, H13 1.096, H14 1.098, H15 1.098
2 C -1.80854 0.86316 0.82312  C1 1.538, I3 2.155, C4 1.521, H16 1.097
3 I -1.05934 2.30512 2.23890  C2 2.155
4 C -0.80167 -0.27628 0.78018  C2 1.521, I5 2.166, O6 1.412, H17 1.094
5 I -1.60280 -1.89554 -0.41387  C4 2.166
6 O 0.42337 0.12600 0.20503  C4 1.412, C7 1.363
7 C 1.55467 -0.39360 0.76022  O6 1.363, O8 1.177, O9 1.342
8 O 1.69040 -0.58047 1.91405  C7 1.177
9 O 2.47578 -0.67009 -0.17613  C7 1.342, C10 1.444
10 C 3.15256 0.47416 -0.74023  O9 1.444, C11 1.513, H18 1.099, H19 1.102
11 C 2.74641 0.69624 -2.18092  C10 1.513, F12 1.404, H20 1.095, H21 1.102
12 F 3.22917 -0.35873 -2.97080  C11 1.404
13 H -2.30084 2.59486 -0.41622  C1 1.096
14 H -3.02414 1.07306 -0.96159  C1 1.098
15 H -1.29593 1.39631 -1.25116  C1 1.098
16 H -2.72596 0.45836 1.26825  C2 1.097
17 H -0.63341 -0.71749 1.76672  C4 1.094
18 H 4.23137 0.27278 -0.68241  C10 1.099
19 H 2.94666 1.38103 -0.14901  C10 1.102
20 H 1.65970 0.75284 -2.30154  C11 1.095
21 H 3.19954 1.63191 -2.54792  C11 1.102
22 C 0.46946 3.89345 -3.34763  O23 1.218, N24 1.348, H27 1.103
23 O -0.13070 2.84738 -3.18064  C22 1.218
24 N 0.76253 4.76186 -2.35957  C22 1.348, C25 1.447, C26 1.453
25 C 1.48329 5.99357 -2.59842  N24 1.447, H28 1.092, H29 1.092, H30 1.089
26 C 0.32884 4.43182 -1.01249  N24 1.453, H31 1.091, H32 1.091, H33 1.088
27 H 0.82281 4.22395 -4.33855  C22 1.103
28 H 2.41442 6.01735 -2.02864  C25 1.092
29 H 0.88157 6.85937 -2.31512  C25 1.092
30 H 1.72368 6.07154 -3.65749  C25 1.089
31 H 0.75445 3.47996 -0.69120  C26 1.091
32 H -0.75703 4.33904 -0.97342  C26 1.091
33 H 0.64662 5.21647 -0.32972  C26 1.088
34 C -2.80396 -4.85028 2.91934  O35 1.216, N36 1.349, H39 1.104
35 O -2.96515 -3.78536 2.35556  C34 1.216
36 N -1.73770 -5.65566 2.73251  C34 1.349, C37 1.446, C38 1.453
37 C -1.59018 -6.91367 3.43020  N36 1.446, H40 1.092, H41 1.092, H42 1.089
38 C -0.70958 -5.23213 1.79756  N36 1.453, H43 1.091, H44 1.090, H45 1.088
39 H -3.52878 -5.25412 3.64691  C34 1.104
40 H -0.68429 -6.91844 4.04003  C37 1.092
41 H -1.53883 -7.74732 2.72659  C37 1.092
42 H -2.44732 -7.06612 4.08410  C37 1.089
43 H -0.27988 -4.27705 2.10194  C38 1.091
44 H -1.12633 -5.10194 0.79856  C38 1.090
45 H 0.07282 -5.98743 1.76793  C38 1.088

## Properties
Structure (SMILES) = C[C@H](I)[C@@H](I)OC(=O)OCCF.CN(C)C=O.CN(C)C=O
HOMO-LUMO gap = 9.441 eV

These are the Mulliken partial charges, in e, on atoms 1 to 6: C -1.02; C -0.37; I 0.01; C -0.95; I 0.03; O 0.10

=====

no.,DFT total energy (hartree),LUMO (Ha)
1,-2729.17522,-0.0254
2,-1651.99987,0.0095